# 1
21
Properties=species:S:1:pos:R:3:forces:R:3:nbo_charge:R:1 method="wB97M-V/def2-TZVPD" orbital_gap_ev=10.93 total_charge=+1 spin_multiplicity=1 e_above_lowest_ev=0.004 largest_force_ha_per_bohr=0.08612 smiles=C[NH2+]C(C)(C)[C@H](O)Cl
C 0.82564 0.48251 -1.85355 0.933 -2.107 -2.474 -0.453
N -0.28607 0.77023 -0.93595 0.953 -1.944 0.138 -0.606
C -0.05336 0.22662 0.47102 0.925 -4.204 -1.040 0.188
C 1.41770 0.19446 0.86616 -0.312 -3.957 1.195 -0.682
C -0.94592 0.91082 1.39898 2.532 1.323 -2.138 -0.648
C -0.54525 -1.58588 0.29304 -0.212 4.067 1.155 0.092
O -1.41458 -1.54969 -0.75250 -3.715 0.029 -1.500 -0.738
Cl -1.24373 -2.21469 1.75988 0.024 0.162 0.143 0.021
H 0.97959 -0.64548 -1.98045 -0.757 1.500 -0.035 0.233
H 0.65374 0.96236 -2.86063 -0.085 -0.648 1.140 0.248
H 1.80727 0.76723 -1.52863 0.109 0.804 0.588 0.239
H -0.23003 1.80007 -0.89367 -1.721 -0.467 -0.044 0.452
H -1.08428 0.04863 -1.29103 0.789 2.266 0.725 0.498
H 1.50838 -0.34319 1.90280 -0.400 1.264 -1.652 0.265
H 1.98691 -0.54227 0.22663 -0.484 1.048 0.438 0.229
H 1.92515 1.10338 0.91765 0.725 1.662 0.059 0.233
H -0.51767 1.89049 1.34756 -0.579 1.296 0.520 0.216
H -1.91994 0.83739 1.12913 -3.080 0.089 -0.590 0.223
H -0.73187 0.52682 2.29746 0.238 -1.240 3.654 0.249
H 0.31895 -2.15067 0.05890 0.796 -0.480 -0.428 0.202
H -2.45062 -1.48914 -0.57278 3.321 -0.462 0.147 0.538


# 2
21
Properties=species:S:1:pos:R:3:forces:R:3:nbo_charge:R:1 method="wB97M-V/def2-TZVPD" orbital_gap_ev="8.69 / 5.00" total_charge=+1 spin_multiplicity=1 e_above_lowest_ev=4.109 largest_force_ha_per_bohr=0.11401
C -1.26569 -0.58583 1.05917 -0.931 -2.056 5.411 -0.427
C 0.41929 1.04885 1.75568 -3.920 -0.833 0.773 -0.389
C 1.02139 -1.31135 1.72142 -0.478 0.242 1.273 -0.411
C -0.06007 1.32126 -3.69068 -0.410 0.559 -0.176 -0.574
C 0.43058 -0.02018 -0.37144 1.789 -0.408 -1.379 -0.239
N 0.20156 -0.26411 1.07185 -1.659 -0.116 -0.575 -0.268
S -0.62106 -0.25658 -3.81363 0.490 0.595 -0.987 0.316
Cl 0.39914 -1.43489 -1.41808 0.091 0.589 1.509 0.049
H -1.85725 0.15827 0.62929 -0.411 0.906 -1.580 0.242
H -1.45017 -1.65348 0.79970 0.237 1.132 -0.442 0.254
H -1.70366 -0.51707 2.18544 1.397 -0.354 -2.147 0.223
H 1.38191 1.32141 1.72110 3.567 1.097 -0.809 0.222
H -0.28892 1.70211 1.26451 0.354 0.603 -0.081 0.234
H 0.17649 1.04971 2.83033 -0.260 -0.691 -0.432 0.238
H 0.92494 -2.26696 1.28785 -0.401 -0.903 -0.989 0.239
H 2.04624 -1.02164 1.65299 0.678 0.306 0.151 0.232
H 0.67841 -1.42586 2.76387 0.316 0.350 -0.342 0.233
H 0.87209 1.67805 -4.23156 -1.300 -0.768 1.009 0.258
H -0.80153 2.03840 -3.28328 0.981 -0.332 -0.387 0.234
H 1.37867 0.49177 -0.51213 -0.044 -0.003 -0.012 0.194
H -1.88235 -0.05186 -3.42240 -0.086 0.084 0.212 0.142


# 3
22
Properties=species:S:1:pos:R:3:forces:R:3:nbo_charge:R:1 method="wB97M-V/def2-TZVPD" orbital_gap_ev=8.94 total_charge=+1 spin_multiplicity=1 e_above_lowest_ev=2.635 largest_force_ha_per_bohr=0.06964
C 3.32381 0.86325 0.30982 0.611 1.660 -0.308 -0.458
N 3.10893 -0.51338 -0.28678 -1.400 0.355 1.277 -0.641
C 1.82170 -1.15957 0.17551 2.356 -1.289 1.452 -0.366
S 0.29643 -0.60145 -0.82618 -0.104 1.145 -1.110 1.046
O 0.44354 1.07526 -1.24195 0.081 -2.205 0.162 -0.786
C -1.27262 -0.76893 0.25111 -1.532 0.263 0.641 -0.600
C -2.32180 0.43349 -0.23186 -0.393 0.494 0.456 0.201
C -3.84605 0.23920 0.35428 -0.277 -0.027 -1.140 -0.678
F -2.45897 0.45868 -1.73168 0.783 -0.237 3.486 -0.385
H 2.90487 0.97772 1.39682 0.882 -0.351 -1.873 0.195
H 2.81284 1.71383 -0.35373 0.994 -2.070 1.429 0.219
H 4.48663 1.13018 0.28555 -2.633 -0.792 0.195 0.244
H 3.95042 -1.11827 -0.11853 -1.551 0.542 -0.197 0.411
H 1.92220 -2.32336 -0.06887 -0.668 2.522 0.239 0.280
H 1.63655 -1.09458 1.34421 -0.005 0.312 -2.354 0.230
H 0.58957 1.16824 -2.24363 -0.393 -0.742 1.771 0.540
H -1.03207 -0.69569 1.40688 -0.349 0.213 -2.477 0.277
H -1.78760 -1.83381 0.09412 1.601 2.207 -0.198 0.297
H -1.82926 1.44621 0.15624 -1.222 -2.086 -1.353 0.214
H -4.50446 1.18276 0.03679 1.716 -2.002 0.770 0.266
H -3.91163 0.09947 1.51544 0.365 0.239 -2.309 0.247
H -4.33300 -0.67922 -0.22357 1.138 1.850 1.442 0.245


# 4
22
Properties=species:S:1:pos:R:3:forces:R:3:nbo_charge:R:1 method="wB97M-V/def2-TZVPD" orbital_gap_ev=7.07 total_charge=-1 spin_multiplicity=1 largest_force_ha_per_bohr=0.00774
C 3.49128 0.73648 0.15993 0.030 0.034 0.028 -0.600
C 2.61820 0.13221 -0.95904 0.201 -0.091 -0.073 -0.499
C 1.61456 -0.84084 -0.38813 -0.095 0.068 -0.134 0.804
O 1.83144 -2.02201 -0.24595 0.049 -0.132 0.043 -0.635
O 0.49569 -0.22882 -0.04143 -0.007 0.245 0.110 -0.496
C -0.55288 -1.02152 0.55824 -0.317 -0.229 0.074 -0.090
C -1.60009 -0.09392 1.13567 0.267 -0.141 0.168 -0.814
Sb -3.16033 0.41936 -0.32361 -0.231 -0.056 -0.019 1.308
F -2.69838 2.38144 -0.04370 -0.007 0.033 -0.030 -0.771
H 3.16326 1.74370 0.42636 -0.026 -0.139 0.006 0.213
H 3.44949 0.11944 1.06219 0.050 0.058 -0.099 0.212
H 4.53893 0.79350 -0.14792 -0.120 0.044 0.017 0.201
H 3.23936 -0.43936 -1.65328 -0.078 0.077 0.078 0.214
H 2.09338 0.91142 -1.51313 0.046 -0.049 0.048 0.230
H -0.97675 -1.65633 -0.23401 0.085 0.041 0.059 0.186
H -0.10639 -1.68591 1.30516 0.067 0.088 -0.100 0.179
H -1.12567 0.80526 1.53777 -0.119 -0.015 -0.078 0.225
H -2.12090 -0.60534 1.95465 0.017 0.055 -0.092 0.203
H -4.32465 0.57357 0.99780 0.081 0.084 0.010 -0.277
H -4.38318 0.91665 -1.47208 0.040 0.013 0.005 -0.239
H -1.94788 0.35545 -1.60099 0.031 0.021 0.015 -0.272
H -3.53850 -1.29442 -0.51451 0.037 -0.010 -0.035 -0.281


# 5
22
Properties=species:S:1:pos:R:3:forces:R:3:nbo_charge:R:1 method="wB97M-V/def2-TZVPD" orbital_gap_ev=3.63 spin_multiplicity=1 largest_force_ha_per_bohr=0.03566
C 0.13670 -2.37980 -0.54443 0.554 0.588 -0.249 -0.664
C -0.43017 -1.18708 -1.37356 -0.423 -0.196 0.914 -0.316
I 1.17749 -0.30827 -2.53271 -0.491 -0.052 0.238 0.149
C -1.09753 -0.06854 -0.47997 1.261 -0.566 -1.205 -0.623
S -2.90112 -0.39918 -0.26944 0.137 0.340 -0.274 0.492
S -3.34167 -2.44094 -0.26656 -0.249 0.017 -0.305 -0.035
H 1.00515 -2.77820 -1.09140 -0.365 -0.046 0.343 0.233
H 0.49761 -1.99155 0.42444 -0.117 -0.229 -0.350 0.262
H -0.57280 -3.20378 -0.39300 0.037 0.405 -0.013 0.209
H -1.18630 -1.54775 -2.08895 0.519 0.213 -0.079 0.193
H -0.57673 0.09623 0.50840 -0.084 0.105 0.211 0.382
H -1.00163 0.88578 -1.03312 -0.653 -0.232 0.398 0.278
H -3.45066 0.05254 -1.45379 0.389 -0.476 0.559 0.179
H -3.28922 -2.85655 -1.57651 0.274 0.699 0.527 0.173
C 2.49011 2.40382 1.10664 0.124 0.793 0.183 -0.623
C 1.23616 2.11244 1.96016 1.008 0.250 -0.791 -0.017
O 0.86771 0.82731 1.75951 -1.346 -0.728 -0.141 -0.973
H 2.27318 2.26008 0.04506 -0.050 -0.115 0.000 0.174
H 2.82256 3.44584 1.23852 0.033 -0.034 -0.052 0.169
H 3.32691 1.75808 1.38291 -0.150 -0.129 0.028 0.190
H 0.50353 2.90927 1.67953 -0.298 -0.194 -0.108 0.071
H 1.51070 2.41022 2.99824 -0.110 -0.414 0.164 0.096


# 6
26
Properties=species:S:1:pos:R:3:forces:R:3:mulliken_spin:R:1 method="wB97M-V/def2-TZVPD" orbital_gap_ev="9.96 / 10.55" total_charge=+1 spin_multiplicity=6 largest_force_ha_per_bohr=0.01007
Mn 0.44183 -1.10353 -0.06367 -0.193 0.144 0.058 4.799
C -2.45824 -0.16931 -3.79037 -0.040 0.051 0.160 0.000
O -2.97384 -0.53903 -2.48116 -0.001 -0.005 -0.231 0.002
C -2.11026 -0.83920 -1.55122 -0.084 -0.046 -0.172 0.008
O -0.88238 -0.84035 -1.70088 0.203 0.074 -0.068 0.037
N -2.69977 -1.18356 -0.39242 0.009 0.034 -0.032 -0.013
N -1.86072 -1.46943 0.67715 0.165 -0.031 0.124 0.047
H -3.28916 -0.29656 -4.47155 -0.063 -0.003 0.002 0.000
H -1.62999 -0.81108 -4.06414 0.050 -0.078 -0.002 0.000
H -2.14187 0.86813 -3.76025 0.034 0.051 -0.009 0.000
H -3.70074 -1.13890 -0.29176 -0.086 0.010 -0.001 0.001
H -2.03184 -2.40473 1.02618 0.016 -0.080 0.059 0.001
H -2.00606 -0.80791 1.43119 0.024 0.048 0.106 -0.001
O 0.76485 -1.60865 2.01126 0.164 0.289 -0.001 0.033
C 1.04469 -0.38637 2.19284 -0.070 -0.109 -0.440 -0.006
O 0.96237 0.44902 1.23898 -0.008 -0.266 0.310 0.048
H 1.37102 -0.04598 3.17691 -0.012 0.056 0.113 0.001
C 1.57263 -3.23212 -2.28021 0.220 0.090 -0.131 0.010
S 2.48356 -2.04916 -1.24403 -0.402 -0.302 0.123 0.027
C 3.01614 -3.17058 0.07876 0.226 0.130 -0.074 0.001
H 0.76942 -3.71687 -1.73647 -0.097 -0.037 0.130 -0.002
H 2.26292 -3.98878 -2.64536 0.034 0.021 -0.035 0.002
H 1.16180 -2.68075 -3.12211 0.008 0.010 -0.018 0.002
H 3.65031 -3.93942 -0.35474 0.042 -0.003 -0.006 0.002
H 2.17694 -3.61866 0.59581 -0.152 -0.041 0.038 0.002
H 3.59371 -2.58061 0.78664 0.014 -0.007 -0.003 0.000


# 7
19
Properties=species:S:1:pos:R:3:forces:R:3:nbo_charge:R:1 method="wB97M-V/def2-TZVPD" orbital_gap_ev=10.83 spin_multiplicity=1 e_above_lowest_ev=1.843 largest_force_ha_per_bohr=0.07421 smiles=CCCCCN
C -0.49805 -2.50458 -0.06296 0.159 -0.796 1.097 -0.629
C 0.10407 -1.29467 -0.82341 -0.143 0.276 1.093 -0.401
C -0.82750 -0.01795 -0.72812 1.808 -1.458 1.475 -0.395
C -0.52705 0.73601 0.67699 -0.952 0.905 -1.801 -0.419
C 0.89998 1.26764 0.68812 -0.951 1.545 -3.357 -0.234
N 0.89312 2.67962 0.12073 0.634 1.793 2.274 -0.846
H 0.03026 -3.51028 -0.10657 0.335 1.546 0.542 0.213
H -1.31998 -2.82071 -0.63569 -1.675 -0.036 -0.895 0.201
H -0.96732 -2.33623 0.97918 1.274 0.019 -1.471 0.207
H 1.09814 -0.95406 -0.42304 -0.835 -0.914 -0.433 0.189
H 0.26191 -1.59875 -1.86392 -0.033 0.114 0.133 0.202
H -1.86101 -0.28375 -0.80443 -0.711 -0.353 0.151 0.203
H -0.61291 0.52369 -1.65564 0.134 0.886 0.724 0.216
H -0.65389 0.26401 1.64471 -0.523 -1.210 -0.383 0.209
H -1.29042 1.52860 0.66249 0.526 0.250 0.321 0.217
H 1.30884 0.66806 -0.13921 1.036 0.436 0.974 0.195
H 1.35587 1.15658 1.63029 0.895 -0.164 0.983 0.181
H 0.80579 3.36624 0.92604 -1.183 -1.244 -0.667 0.338
H 1.80016 3.13053 -0.08557 0.206 -1.597 -0.760 0.352


# 8
19
Properties=species:S:1:pos:R:3:forces:R:3:nbo_charge:R:1 method="wB97M-V/def2-TZVPD" orbital_gap_ev=8.88 spin_multiplicity=1 e_above_lowest_ev=2.630 largest_force_ha_per_bohr=0.10401 smiles=CC[C@@H](C)NC
C 2.09363 -0.78797 -0.34572 0.308 -0.580 -5.308 -0.616
C 1.43389 0.26131 0.45616 0.651 1.401 2.956 -0.434
C -0.11266 0.49000 0.43790 -1.400 -2.031 1.852 -0.017
C -0.54822 1.76343 -0.38933 1.042 -2.216 0.760 -0.643
N -0.71205 -0.80844 0.04265 0.387 0.004 -0.820 -0.693
C -2.18864 -0.87194 -0.04317 2.013 0.808 -2.002 -0.410
H 3.18311 -0.90666 -0.32953 -0.213 -0.112 1.550 0.236
H 2.18122 -0.50722 -1.49840 -1.148 -0.471 1.729 0.192
H 1.55937 -1.77176 -0.32200 1.081 0.682 0.140 0.195
H 1.92603 1.26909 0.34155 -0.301 -1.014 0.039 0.209
H 1.72900 -0.11160 1.48269 -0.655 0.974 -0.487 0.212
H -0.52692 0.46150 1.51421 0.997 1.299 -1.036 0.170
H 0.25218 1.61961 -1.10020 -0.569 0.705 -1.527 0.211
H -0.30483 2.68307 0.12746 -0.339 0.111 0.327 0.215
H -1.59570 1.67590 -0.72589 0.795 0.356 -0.099 0.218
H -0.03470 -1.50699 -0.25321 -1.363 0.335 -0.259 0.379
H -2.45437 -0.14802 -0.91861 -0.398 -1.778 1.089 0.169
H -2.59111 -1.94042 -0.14369 0.480 1.878 0.319 0.219
H -2.40692 -0.28645 0.83198 -1.369 -0.351 0.775 0.187